Entry 1:
# C5H12NO2

A 2-piece molecular cluster, C5H12NO2 overall in a non-equilibrium geometry (ωB97M-V with the def2-TZVPD basis set, the Open Molecules 2025 dataset).

- net charge = -1
- frontier orbital gap (eV) = 7.166
- electronic energy (a.u.) = -402.9382
- lowest unoccupied orbital energy (eV) = 3.8
- HOMO energy (eV) = -3.32
- spin multiplicity = 1
- energy above the lowest of the compared OMol25 structures with the same formula, charge and spin (eV) = 2.483

XYZ file:
```
20
C5H12NO2 (ωB97M-V with the def2-TZVPD basis set)
N 1.516 0.646 0.694
C 1.003 -0.033 1.888
C 0.330 -1.309 1.363
C -0.053 -0.948 -0.080
C 0.481 0.483 -0.336
C -0.657 1.554 -0.279
O -1.581 1.349 -1.275
H 2.418 0.297 0.393
H 1.727 -0.001 2.693
H 0.134 0.572 2.174
H 0.923 -2.233 1.350
H -0.524 -1.614 1.984
H 0.528 -1.615 -0.732
H -1.084 -1.156 -0.359
H 0.909 0.529 -1.335
H -1.149 1.490 0.707
H -0.140 2.515 -0.489
H -1.660 0.279 -2.034
H -1.390 -0.255 -3.594
O -1.731 -0.551 -2.733
```


Entry 2:
# C4H11NO

The molecule C4H11NO in a non-equilibrium geometry (ωB97M-V with the def2-TZVPD basis set, the Open Molecules 2025 dataset).

- frontier orbital gap (eV) = 10.000
- electronic energy (a.u.) = -288.9114
- lowest unoccupied orbital energy (eV) = 0.9
- SMILES = C[C@H](O)CCN
- HOMO energy (eV) = -9.08
- spin multiplicity = 1
- energy above the lowest of the compared OMol25 structures with the same formula, charge and spin (eV) = 2.873

XYZ file:
```
17
C4H11NO (ωB97M-V with the def2-TZVPD basis set)
C 0.188 -0.237 1.028
C -0.289 -0.593 -0.435
C -1.591 0.152 -0.844
O -0.527 -1.993 -0.369
C 1.316 0.594 0.708
N 1.121 1.988 0.042
H -0.720 0.115 1.586
H 0.661 -1.250 1.401
H 0.545 -0.414 -1.226
H -1.915 1.002 -0.275
H -2.394 -0.528 -0.820
H -1.538 0.568 -1.990
H -1.334 -2.235 0.070
H 1.972 0.841 1.648
H 1.980 0.060 0.003
H 0.545 2.611 0.574
H 0.810 1.757 -1.052
```


Entry 3:
# C2H14O5

A 5-piece molecular cluster, C2H14O5 overall in a non-equilibrium geometry (ωB97M-V with the def2-TZVPD basis set, the Open Molecules 2025 dataset).

- net charge = +1
- frontier orbital gap (alpha / beta) (eV) = 10.010 / 3.467
- electronic energy (a.u.) = -460.3864
- lowest unoccupied orbital energy (alpha / beta) (eV) = -3.4 / -9.9
- HOMO energy (alpha / beta) (eV) = -13.37 / -13.37
- spin multiplicity = 2
- energy above the lowest of the compared OMol25 structures with the same formula, charge and spin (eV) = 1.551

XYZ file:
```
21
C2H14O5 (ωB97M-V with the def2-TZVPD basis set)
C -2.360 1.459 0.760
O -1.648 2.495 0.152
C -2.593 1.810 2.259
H -1.937 0.445 0.736
H -3.276 1.348 0.185
H -1.033 2.826 0.864
H -1.950 1.191 2.879
H -3.594 1.460 2.560
H -2.659 2.880 2.412
H -0.656 -1.179 1.357
H 0.203 -2.467 0.946
O 0.197 -1.508 1.112
H 5.587 -3.059 -3.287
H 6.448 -3.364 -2.084
O 5.664 -2.882 -2.361
H 0.714 1.851 -0.448
H 0.838 0.369 -0.103
O 0.674 1.243 0.289
H 0.769 -1.676 -2.046
H 0.539 -1.450 -3.472
O 0.072 -1.791 -2.709
```


Entry 4:
# C2H5N3S

C2H5N3S as an isolated structure in a non-equilibrium geometry (ωB97M-V with the def2-TZVPD basis set, the Open Molecules 2025 dataset).

- frontier orbital gap (eV) = 9.446
- electronic energy (a.u.) = -641.5522
- lowest unoccupied orbital energy (eV) = 0.6
- HOMO energy (eV) = -8.83
- spin multiplicity = 1
- energy above the lowest of the compared OMol25 structures with the same formula, charge and spin (eV) = 3.587

XYZ file:
```
11
C2H5N3S (ωB97M-V with the def2-TZVPD basis set)
C -1.152 0.784 0.432
C 2.168 -0.297 -1.208
H -0.577 -1.401 2.610
H -0.188 -1.360 0.877
H -1.500 1.901 0.500
H 3.071 -0.825 -0.986
H 1.963 -0.108 -2.271
N -0.898 -1.122 1.629
N -1.278 0.275 1.597
N 1.289 -0.133 -0.374
S -0.166 0.358 -1.002
```


Entry 5:
# Br2O3S

A 2-piece molecular cluster, Br2O3S overall in a non-equilibrium geometry (ωB97M-V with the def2-TZVPD basis set, the Open Molecules 2025 dataset).

- frontier orbital gap (alpha / beta) (eV) = 7.180 / 7.121
- electronic energy (a.u.) = -5771.7827
- lowest unoccupied orbital energy (alpha / beta) (eV) = -2.7 / -2.7
- HOMO energy (alpha / beta) (eV) = -9.91 / -9.83
- spin multiplicity = 1
- energy above the lowest of the compared OMol25 structures with the same formula, charge and spin (eV) = 1.200

XYZ file:
```
6
Br2O3S (ωB97M-V with the def2-TZVPD basis set)
O 0.095 1.595 0.935
O 0.169 -0.785 1.769
O 1.322 -0.363 -0.998
S -0.069 0.200 0.791
Br 0.445 -0.313 -2.448
Br -1.963 -0.334 -0.050
```


Entry 6:
# C14H37BBrO11PS3

A 4-piece molecular cluster, C14H37BBrO11PS3 overall in a non-equilibrium geometry (ωB97M-V with the def2-TZVPD basis set, the Open Molecules 2025 dataset).

- frontier orbital gap (eV) = 7.902
- electronic energy (a.u.) = -5517.9121
- lowest unoccupied orbital energy (eV) = -0.9
- SMILES = CCOCCB(C)P(O)Br.CCOS(C)(=O)=O.CCOS(C)(=O)=O.CCOS(C)(=O)=O
- HOMO energy (eV) = -8.85
- spin multiplicity = 1

XYZ file:
```
68
C14H37BBrO11PS3 (ωB97M-V with the def2-TZVPD basis set)
C -0.731 7.422 -4.319
C -2.389 7.235 -4.439
O -2.604 5.844 -4.863
C -3.761 5.223 -4.203
C -3.594 4.947 -2.599
B -2.103 4.465 -2.112
C -0.921 3.801 -3.038
P -1.727 4.674 -0.206
O -2.918 5.810 0.461
Br -2.020 2.595 0.760
H -0.298 8.101 -5.183
H -0.243 6.347 -4.490
H -0.396 7.753 -3.243
H -2.813 7.507 -3.382
H -2.761 8.017 -5.256
H -4.714 5.931 -4.325
H -4.095 4.186 -4.689
H -4.025 5.881 -1.999
H -4.339 4.053 -2.333
H -1.157 3.771 -4.193
H 0.064 4.446 -2.838
H -0.651 2.693 -2.724
H -3.796 5.329 0.522
O -3.716 -0.784 -3.187
S -3.695 -1.948 -2.326
O -4.798 -2.883 -2.272
O -3.331 -1.480 -0.809
C -4.112 -0.461 -0.203
C -5.437 -1.003 0.297
C -2.203 -2.857 -2.641
H -4.262 0.377 -0.892
H -3.538 -0.080 0.648
H -6.079 -1.303 -0.536
H -5.970 -0.246 0.879
H -5.284 -1.889 0.921
H -1.357 -2.167 -2.624
H -2.289 -3.319 -3.627
H -2.091 -3.629 -1.878
O -1.516 -2.567 2.305
S -0.485 -2.700 1.297
O -0.322 -3.910 0.521
O 0.953 -2.300 1.951
C 1.368 -2.958 3.140
C 1.905 -4.346 2.845
C -0.607 -1.327 0.178
H 0.553 -2.995 3.870
H 2.168 -2.352 3.578
H 1.107 -5.009 2.496
H 2.345 -4.789 3.743
H 2.663 -4.310 2.056
H -0.670 -0.403 0.757
H -1.512 -1.457 -0.419
H 0.270 -1.320 -0.472
O 4.732 -3.691 4.389
S 5.763 -3.824 3.380
O 5.926 -5.034 2.604
O 7.200 -3.425 4.035
C 7.616 -4.083 5.223
C 8.152 -5.470 4.928
C 5.640 -2.451 2.261
H 6.801 -4.119 5.954
H 8.415 -3.476 5.662
H 7.355 -6.134 4.580
H 8.593 -5.914 5.826
H 8.911 -5.435 4.139
H 5.578 -1.528 2.840
H 4.736 -2.582 1.664
H 6.517 -2.445 1.612
```